# 1
DFT (ωB97M-V with the def2-TZVPD basis set) results for an isolated molecule of C5H9NO in a non-equilibrium geometry.

CARTESIAN COORDINATES (ANGSTROEM)
C (-1.270, 0.852, 1.001)
C (0.070, 0.209, 1.263)
C (0.381, -1.132, 0.986)
C (0.322, -1.405, -0.371)
C (0.393, -0.185, -1.099)
N (1.565, 0.529, -1.286)
O (-0.476, 0.089, -2.118)
H (-1.897, 0.213, 0.378)
H (-1.174, 1.827, 0.512)
H (-1.804, 1.029, 1.942)
H (0.603, 0.689, 2.086)
H (0.798, -1.822, 1.719)
H (0.070, -2.352, -0.840)
H (1.468, 1.460, -1.666)
H (2.259, 0.359, -0.575)
H (-1.309, -0.360, -1.932)

Results
- HOMO: -6.85 eV
- SMILES: C/C=C\C=C(/N)O
- Orbital gap: 7.71 eV
- Relative energy (zero: lowest compared OMol25 entry of this formula, charge and spin): 81.3 kcal per mole
- LUMO energy: 0.86 eV



# 2
DFT (ωB97M-V with the def2-TZVPD basis set) results for a 12-piece molecular cluster, C18H60O12 overall in a non-equilibrium geometry.

CARTESIAN COORDINATES (ANGSTROEM)
C (-22.315, -21.134, 18.957)
C (-21.448, -20.407, 17.933)
C (-21.715, -21.034, 16.545)
O (-21.729, -19.009, 17.993)
H (-22.312, -20.644, 19.931)
H (-22.025, -22.186, 18.991)
H (-23.374, -21.110, 18.678)
H (-20.380, -20.490, 18.136)
H (-20.984, -20.662, 15.828)
H (-22.703, -20.849, 16.116)
H (-21.660, -22.116, 16.670)
H (-22.586, -18.884, 17.555)
C (-18.803, -20.021, 14.137)
C (-19.359, -18.807, 13.384)
C (-20.721, -18.350, 13.845)
O (-18.444, -17.733, 13.546)
H (-19.415, -20.921, 14.080)
H (-18.703, -19.690, 15.176)
H (-17.833, -20.301, 13.723)
H (-19.402, -19.111, 12.333)
H (-21.443, -19.175, 13.765)
H (-21.228, -17.566, 13.282)
H (-20.619, -18.065, 14.896)
H (-18.180, -17.566, 14.478)
C (-24.589, -21.118, 11.414)
C (-24.564, -20.965, 12.927)
C (-25.565, -19.966, 13.494)
O (-24.706, -22.267, 13.494)
H (-25.561, -21.439, 11.012)
H (-23.886, -21.862, 11.050)
H (-24.452, -20.164, 10.893)
H (-23.565, -20.606, 13.197)
H (-25.548, -19.995, 14.580)
H (-26.531, -20.295, 13.095)
H (-25.381, -18.951, 13.144)
H (-25.395, -22.756, 13.036)
C (-16.108, -23.525, 13.774)
O (-16.317, -23.493, 12.369)
H (-16.075, -22.523, 14.210)
H (-16.989, -23.985, 14.236)
H (-15.203, -24.078, 14.000)
H (-16.901, -22.766, 12.141)
C (-20.873, -21.848, 11.168)
O (-19.676, -21.668, 10.425)
H (-20.708, -21.810, 12.252)
H (-21.541, -21.033, 10.864)
H (-21.396, -22.780, 10.931)
H (-19.412, -22.525, 10.077)
C (-21.034, -17.636, 10.068)
O (-21.396, -17.018, 8.851)
H (-20.058, -17.320, 10.444)
H (-21.758, -17.431, 10.862)
H (-21.049, -18.732, 9.980)
H (-20.584, -16.876, 8.356)
C (-16.161, -21.393, 16.874)
O (-16.410, -20.072, 17.299)
H (-17.022, -21.772, 16.318)
H (-15.244, -21.468, 16.274)
H (-15.934, -22.065, 17.703)
H (-16.786, -19.572, 16.568)
C (-17.860, -16.594, 17.352)
O (-17.549, -16.805, 15.937)
H (-18.930, -16.405, 17.384)
H (-17.537, -17.430, 17.973)
H (-17.310, -15.715, 17.692)
H (-16.701, -16.355, 15.857)
C (-19.848, -14.695, 12.610)
O (-19.154, -14.795, 13.849)
H (-20.898, -14.813, 12.885)
H (-19.694, -13.728, 12.121)
H (-19.534, -15.402, 11.842)
H (-18.475, -15.476, 13.797)
C (-14.626, -19.505, 13.863)
O (-14.026, -18.291, 13.407)
H (-14.369, -20.349, 13.217)
H (-14.286, -19.754, 14.866)
H (-15.710, -19.363, 13.844)
H (-14.639, -17.916, 12.769)
C (-23.758, -16.959, 15.692)
O (-24.144, -18.111, 16.475)
H (-24.655, -16.369, 15.512)
H (-23.047, -16.383, 16.297)
H (-23.186, -17.268, 14.820)
H (-24.953, -17.865, 16.927)
C (-17.225, -17.640, 10.346)
O (-17.238, -16.561, 11.272)
H (-17.771, -18.515, 10.705)
H (-17.639, -17.371, 9.370)
H (-16.175, -17.906, 10.195)
H (-17.808, -16.818, 12.016)

Results
- HOMO: -9.87 eV
- SMILES: CC(C)O.CC(C)O.CC(C)O.CO.CO.CO.CO.CO.CO.CO.CO.CO
- Orbital gap: 10.25 eV
- Relative energy (zero: lowest compared OMol25 entry of this formula, charge and spin): 114.2 kcal per mole
- LUMO energy: 0.38 eV



# 3
DFT (ωB97M-V with the def2-TZVPD basis set) results for an isolated molecule of C4H3N3O in a non-equilibrium geometry.

CARTESIAN COORDINATES (ANGSTROEM)
C (2.003, -0.147, -0.154)
C (0.593, 0.294, 0.103)
N (0.051, 1.356, 0.496)
N (-1.280, 1.202, 0.553)
C (-1.507, 0.025, 0.102)
C (-2.739, -0.625, -0.114)
N (-3.784, -1.066, -0.214)
O (-0.340, -0.642, -0.170)
H (2.420, 0.769, -0.695)
H (2.689, -0.149, 0.830)
H (1.892, -1.017, -0.738)

Results
- HOMO: -10.71 eV
- SMILES: Cc1nnc(C#N)o1
- Orbital gap: 10.80 eV
- Relative energy (zero: lowest compared OMol25 entry of this formula, charge and spin): 28.6 kcal per mole
- LUMO energy: 0.09 eV



# 4
DFT (ωB97M-V with the def2-TZVPD basis set) results for C2H12MoN3O as an isolated structure in a non-equilibrium geometry.

CARTESIAN COORDINATES (ANGSTROEM)
C (2.436, 2.214, 0.495)
Mo (1.345, 0.615, -0.247)
N (-0.535, 1.860, -1.150)
H (1.450, -0.079, 1.226)
H (1.878, -0.898, -1.185)
H (3.200, 1.656, 1.056)
H (1.515, 2.568, 1.032)
H (2.954, 2.683, -0.346)
H (-1.328, 1.828, -0.510)
H (-0.742, 1.231, -1.925)
H (-0.247, 2.795, -1.416)
N (-2.321, -2.595, -0.265)
C (-1.413, -1.618, 0.094)
N (-0.931, -1.764, 1.364)
O (-1.173, -0.629, -0.632)
H (-2.228, -3.481, 0.183)
H (-2.651, -2.612, -1.233)
H (-0.160, -1.139, 1.638)
H (-1.047, -2.634, 1.821)

Results
- Net charge: +1
- HOMO (spin up / spin down): -13.60 / -13.97 eV
- Orbital gap (spin up / spin down): 8.41 / 9.24 eV
- ⟨S²⟩: 2.041
- Relative energy (zero: lowest compared OMol25 entry of this formula, charge and spin): 4.5 kcal per mole
- Multiplicity: 3
- LUMO energy (spin up / spin down): -5.19 / -4.73 eV



# 5
DFT (ωB97M-V with the def2-TZVPD basis set) results for C45H54N15ORbS as an isolated structure.

CARTESIAN COORDINATES (ANGSTROEM)
Rb (-2.033, -0.154, 0.072)
C (-5.088, 1.056, -3.869)
N (-5.535, 0.617, -2.565)
C (-5.544, -0.835, -2.402)
C (-5.597, -1.151, -0.945)
N (-4.902, -0.508, -0.046)
C (-5.232, -1.113, 1.167)
C (-4.810, -0.815, 2.464)
C (-5.295, -1.596, 3.497)
C (-6.195, -2.647, 3.259)
C (-6.638, -2.942, 1.982)
C (-6.137, -2.156, 0.950)
N (-6.368, -2.137, -0.416)
C (-3.651, 0.726, -4.187)
N (-2.726, 0.459, -3.302)
C (-1.567, 0.217, -4.049)
C (-0.292, -0.153, -3.626)
C (0.682, -0.340, -4.589)
C (0.400, -0.171, -5.954)
C (-0.864, 0.178, -6.391)
C (-1.836, 0.358, -5.412)
N (-3.182, 0.683, -5.467)
H (-5.225, 2.136, -3.941)
H (-5.731, 0.617, -4.637)
H (-4.956, 1.013, -1.833)
H (-4.645, -1.311, -2.814)
H (-6.409, -1.263, -2.911)
H (-4.124, 0.004, 2.655)
H (-4.988, -1.390, 4.515)
H (-6.559, -3.231, 4.095)
H (-7.343, -3.745, 1.804)
H (-6.972, -2.753, -0.933)
H (-0.076, -0.300, -2.574)
H (1.681, -0.633, -4.290)
H (1.187, -0.326, -6.681)
H (-1.088, 0.290, -7.445)
H (-3.729, 0.827, -6.299)
C (12.729, -2.282, -0.361)
O (12.040, -1.122, -0.819)
C (10.699, -1.104, -0.711)
C (10.063, 0.064, -1.140)
C (8.694, 0.174, -1.068)
C (7.918, -0.876, -0.566)
C (8.559, -2.034, -0.147)
C (9.940, -2.160, -0.214)
C (6.462, -0.716, -0.502)
N (5.788, 0.321, -0.950)
C (4.475, 0.039, -0.679)
C (4.341, -1.176, -0.065)
N (5.623, -1.655, 0.044)
C (3.081, -1.722, 0.327)
C (2.908, -2.976, 0.935)
C (1.648, -3.399, 1.262)
C (0.570, -2.555, 0.976)
N (0.704, -1.373, 0.405)
C (1.935, -0.944, 0.074)
C (2.056, 0.363, -0.586)
N (0.931, 1.061, -0.842)
C (1.042, 2.188, -1.520)
C (2.255, 2.737, -1.949)
C (3.412, 2.058, -1.655)
C (3.325, 0.839, -0.975)
H (13.785, -2.080, -0.499)
H (12.448, -3.160, -0.945)
H (12.529, -2.464, 0.697)
H (10.673, 0.870, -1.527)
H (8.197, 1.077, -1.399)
H (7.995, -2.879, 0.234)
H (10.408, -3.076, 0.114)
H (5.911, -2.529, 0.447)
H (3.766, -3.604, 1.140)
H (1.481, -4.359, 1.730)
H (-0.441, -2.859, 1.228)
H (0.105, 2.665, -1.797)
H (2.272, 3.651, -2.531)
H (4.386, 2.416, -1.965)
C (-3.046, -4.868, -0.075)
S (-3.069, -3.436, -1.174)
C (-2.008, -4.058, -2.496)
H (-3.426, -5.744, -0.598)
H (-3.700, -4.642, 0.767)
H (-2.039, -5.064, 0.289)
H (-1.001, -4.256, -2.128)
H (-1.960, -3.289, -3.267)
H (-2.433, -4.965, -2.922)
N (0.058, 4.751, 0.376)
C (-1.149, 4.613, -0.525)
C (-1.904, 3.398, -0.011)
N (-2.857, 2.761, -0.886)
H (0.633, 5.559, 0.146)
H (0.636, 3.904, 0.307)
H (-0.227, 4.820, 1.355)
H (-0.777, 4.468, -1.536)
H (-1.726, 5.534, -0.484)
H (-2.396, 3.660, 0.927)
H (-1.152, 2.650, 0.246)
H (-2.458, 2.384, -1.742)
H (-3.682, 3.299, -1.110)
C (-4.035, 1.370, 5.944)
C (-2.860, 2.227, 6.408)
C (-3.022, 3.682, 5.976)
C (-1.516, 1.639, 5.958)
N (-1.191, 1.933, 4.557)
C (-0.365, 2.843, 4.043)
N (-0.463, 2.820, 2.733)
N (-1.374, 1.849, 2.461)
N (-1.814, 1.321, 3.549)
H (-4.970, 1.759, 6.350)
H (-3.928, 0.336, 6.281)
H (-4.117, 1.368, 4.854)
H (-2.823, 2.201, 7.501)
H (-3.140, 3.756, 4.890)
H (-2.170, 4.299, 6.278)
H (-3.915, 4.111, 6.428)
H (-1.517, 0.557, 6.062)
H (-0.698, 2.039, 6.553)
H (0.276, 3.483, 4.629)

Results
- Net charge: +2
- HOMO: -11.16 eV
- Orbital gap: 6.69 eV
- Relative energy (zero: lowest compared OMol25 entry of this formula, charge and spin): 14.7 kcal per mole
- LUMO energy: -4.47 eV



# 6
DFT (ωB97M-V with the def2-TZVPD basis set) results for a 2-piece molecular cluster, C3H2ClNOS overall in a non-equilibrium geometry.

CARTESIAN COORDINATES (ANGSTROEM)
C (0.401, 0.859, 0.070)
C (1.363, -0.222, 0.081)
C (-0.811, 0.312, -0.038)
N (0.914, -1.417, 0.143)
O (-1.253, -2.184, -0.794)
S (-0.813, -1.519, 0.409)
Cl (-3.043, 2.514, 0.264)
H (0.772, 1.932, -0.068)
H (2.471, -0.273, -0.067)

Results
- HOMO (spin up / spin down): -10.13 / -10.45 eV
- Orbital gap (spin up / spin down): 6.39 / 8.06 eV
- Relative energy (zero: lowest compared OMol25 entry of this formula, charge and spin): 140.7 kcal per mole
- LUMO energy (spin up / spin down): -3.73 / -2.39 eV



# 7
DFT (ωB97M-V with the def2-TZVPD basis set) results for an isolated molecule of Br2FH2PSi in a non-equilibrium geometry.

CARTESIAN COORDINATES (ANGSTROEM)
F (0.555, 1.014, -1.460)
P (0.758, -0.010, -0.304)
Si (2.874, -0.414, -1.014)
Br (3.438, -1.729, 0.777)
Br (3.886, 1.614, -0.429)
H (0.006, -1.009, -1.035)
H (-0.478, 0.242, 0.266)

Results
- HOMO: -8.94 eV
- SMILES: F[PH2]=[Si](Br)Br
- Orbital gap: 7.73 eV
- Relative energy (zero: lowest compared OMol25 entry of this formula, charge and spin): 72.3 kcal per mole
- LUMO energy: -1.21 eV



# 8
DFT (ωB97M-V with the def2-TZVPD basis set) results for C16H23F6FeN7O3PS as an isolated structure in a non-equilibrium geometry.

CARTESIAN COORDINATES (ANGSTROEM)
Fe (-0.593, -0.015, -1.400)
F (-1.701, 1.819, -0.539)
P (-3.122, 0.981, -0.199)
F (-2.115, -0.257, 0.303)
F (-2.839, 0.290, -1.750)
F (-4.371, 0.061, -0.025)
F (-3.918, 2.151, -0.918)
F (-3.167, 1.592, 1.225)
N (-3.750, 3.626, -4.300)
C (-2.999, 2.360, -4.590)
C (-1.783, 2.241, -3.659)
N (-1.162, 0.913, -3.683)
H (-4.564, 3.720, -4.912)
H (-3.154, 4.447, -4.437)
H (-4.080, 3.633, -3.330)
H (-2.707, 2.360, -5.639)
H (-3.674, 1.524, -4.407)
H (-2.118, 2.441, -2.640)
H (-1.021, 2.973, -3.931)
H (-0.596, 0.786, -4.516)
H (-1.884, 0.196, -3.701)
O (5.613, 3.250, 5.135)
S (4.436, 3.597, 5.921)
O (3.435, 4.398, 5.283)
O (4.552, 3.643, 7.340)
C (3.787, 1.781, 5.566)
N (4.154, 0.877, 6.414)
C (3.836, -0.374, 6.100)
C (3.153, -0.660, 4.922)
C (2.817, 0.405, 4.094)
N (3.160, 1.648, 4.445)
C (2.093, 0.285, 2.808)
C (1.700, -0.937, 2.266)
C (1.067, -0.951, 1.039)
N (0.816, 0.161, 0.341)
C (1.164, 1.339, 0.872)
C (1.799, 1.445, 2.091)
H (4.137, -1.140, 6.802)
H (2.917, -1.683, 4.672)
H (1.881, -1.873, 2.774)
H (0.754, -1.886, 0.592)
H (0.920, 2.221, 0.294)
H (2.081, 2.407, 2.496)
C (-2.007, -5.378, -0.852)
C (-1.130, -4.271, -1.308)
C (0.140, -4.279, -1.864)
C (0.476, -2.943, -2.095)
N (-0.534, -2.156, -1.708)
N (-1.494, -2.980, -1.228)
C (1.737, -2.374, -2.650)
H (-1.503, -6.331, -0.976)
H (-2.936, -5.405, -1.424)
H (-2.270, -5.251, 0.199)
H (0.740, -5.146, -2.077)
H (-2.355, -2.598, -0.868)
H (2.387, -3.175, -2.989)
H (2.268, -1.797, -1.889)
H (1.526, -1.710, -3.489)

Results
- Net charge: +2
- HOMO (spin up / spin down): -14.32 / -14.17 eV
- Orbital gap (spin up / spin down): 8.66 / 6.67 eV
- ⟨S²⟩: 8.764
- Relative energy (zero: lowest compared OMol25 entry of this formula, charge and spin): 4.7 kcal per mole
- Multiplicity: 6
- LUMO energy (spin up / spin down): -5.66 / -7.50 eV



| no. | total energy (hartree) |
| --- | --- |
| 1 | -325.80806 |
| 2 | -1624.48648 |
| 3 | -393.67383 |
| 4 | -390.74259 |
| 5 | -3065.73171 |
| 6 | -1103.65439 |
| 7 | -5879.97027 |
| 8 | -3834.58399 |